Here is a cluster of 11 separate species, C66H154O33 in total at a distorted geometry from OMol25. Energies are from the ωB97M-V functional and the def2-TZVPD basis.

Positions of all 253 atoms, in Å:
H (-0.33105, -3.43842, -1.09935)
C (-10.73528, -1.50849, -5.29304)
C (6.83855, -1.47387, 0.84891)
H (-3.69807, 0.23054, -5.13584)
H (4.31127, 5.01117, -2.88865)
C (-3.81119, 2.14010, -8.15072)
H (1.23691, -6.11714, 5.51695)
H (3.70586, -5.67055, 4.62506)
H (-2.34749, -0.87421, 0.67492)
C (2.20138, -0.59335, 6.50307)
H (-6.42656, 7.05235, 4.50692)
C (0.77007, -6.87345, 4.88595)
O (-7.55597, 0.57781, -5.59965)
H (-7.31469, 0.79338, -1.48141)
C (-0.36749, 0.67845, 3.88164)
H (0.08539, -7.37846, 5.56733)
H (-2.98514, 4.75040, -2.70175)
C (-2.19997, -3.63871, -2.01256)
C (5.07247, 2.42440, 2.22198)
H (-0.76680, -5.58926, 4.55778)
H (4.58425, -3.89842, -1.49527)
C (1.22404, -3.38720, -6.36966)
H (4.09741, -9.01497, 3.96209)
H (3.62860, -1.66510, 3.93825)
H (2.03948, 5.15814, -3.59355)
H (4.85822, -7.24113, 8.39766)
C (-7.86382, 1.84920, -3.49500)
C (5.76733, -5.91541, 6.38071)
H (-4.22707, 1.20068, -8.51489)
O (-5.37773, 4.73461, -5.06255)
H (5.70194, 9.57514, -1.82209)
H (-6.82989, 2.19319, -3.46761)
H (-3.18395, -2.07248, 1.65126)
O (4.23564, 6.03787, -0.23031)
H (1.29353, 2.74823, 4.09849)
H (-2.32515, 4.94303, 3.54733)
H (1.79259, -3.13629, -7.26515)
C (5.53020, -7.85380, 7.79667)
H (4.16084, -2.99306, 4.93413)
H (-6.09895, 2.00434, -6.92925)
H (3.95564, -12.10441, 4.63930)
H (-4.24369, 2.99304, -8.67372)
H (-9.08567, 0.17218, -4.08301)
H (6.54132, -7.88546, 8.20254)
H (5.59629, 10.36609, -0.36156)
H (-2.31306, 2.57023, 0.70137)
H (-3.40471, -3.57226, -4.13614)
H (2.98604, -4.52368, 2.34535)
O (-0.08140, 5.54930, 2.15904)
C (-7.86573, -0.47797, -6.49622)
H (0.93858, 4.15209, -2.61871)
C (6.81152, -1.54562, -0.67790)
C (2.63929, -8.14194, 5.36554)
O (6.81424, -0.17022, 1.34966)
H (1.71190, 5.57889, -1.85606)
H (2.22806, -1.67615, 6.38087)
H (0.32770, -1.06876, 0.32631)
O (-1.73461, -2.79200, 0.32199)
C (-3.48883, -0.81771, -4.92252)
C (3.54392, -9.32622, 4.84802)
C (-4.07778, 4.68072, -4.56689)
H (-2.10727, -4.90546, -8.08954)
H (0.57456, -3.66239, 1.81101)
H (-0.99457, -3.95059, 2.54967)
C (-2.75662, -1.88448, 0.66630)
H (-0.11719, -1.66880, -6.81526)
C (0.42622, 0.72673, -0.68185)
C (2.59916, -3.45829, -2.84524)
H (-2.60238, -4.56250, -1.59689)
H (-0.86924, 7.40175, 2.32148)
H (5.12823, 11.26776, -1.79616)
C (-3.97189, 1.44687, -0.85428)
H (1.64719, 3.19660, 7.82829)
H (3.08852, -0.18435, 6.01953)
H (0.59579, 1.77393, 7.55328)
O (5.80039, 2.01224, 3.39606)
H (-0.67672, -2.86994, -5.60386)
H (6.49327, -5.53205, 7.09775)
C (-2.36502, 5.89777, 3.02293)
H (6.68773, -2.61880, -0.82301)
H (1.43469, -0.28727, 8.52178)
H (-4.69045, 5.23255, 0.57583)
O (2.52775, 1.31625, 8.17042)
O (-3.31135, -2.71996, -2.35012)
H (4.45570, -4.85140, 1.74767)
C (-5.55210, 4.06765, -6.34008)
H (-7.37810, -0.08094, -3.63043)
H (-5.78969, 5.96563, 5.71764)
H (2.67349, 8.20112, -0.31871)
H (-5.46330, 2.30967, -5.31793)
C (-9.31512, -0.56782, -7.03492)
H (2.54098, -12.02809, 3.47787)
H (6.03384, 1.17209, -0.81294)
H (-1.29588, 0.13671, 4.06246)
H (-11.34014, -1.16814, -4.45256)
H (5.07392, -8.84138, 7.72886)
H (-7.15521, 2.35200, -0.66807)
H (-0.40172, 6.72422, 3.76892)
H (0.22958, 3.10248, 2.87972)
H (-0.40562, -5.01924, -8.20408)
H (-4.66162, -4.07520, -3.02540)
O (-0.70666, 1.93894, 4.45566)
H (1.67757, 6.25864, 2.89126)
H (-2.92210, -0.79732, -3.99166)
C (-0.61834, 2.89035, -0.33803)
H (-8.66543, 1.44904, -0.32487)
H (-6.10937, -2.69380, -4.25130)
H (7.68645, 1.96713, 2.50588)
H (-11.40252, -2.19495, -5.81426)
H (-3.63620, 3.70989, -4.79183)
C (-5.18022, -2.25458, -3.88814)
C (1.07947, -0.29949, 0.14971)
H (-6.57170, 4.29214, -6.65333)
C (0.22588, 2.91278, 3.95308)
H (-4.45850, 3.85274, -2.58168)
H (3.23167, -2.57164, -2.80168)
H (5.44601, 7.44283, -1.28064)
O (-3.02810, 5.86054, 1.70901)
C (3.37659, -11.50193, 3.93942)
C (3.73005, 8.46281, -0.37599)
C (-5.31731, 2.52536, -6.37636)
O (-4.69394, 5.86279, -2.46404)
H (6.03286, -2.08861, 1.25023)
C (-1.29080, -2.92951, -1.00993)
H (2.12132, -8.45148, 6.27328)
C (1.60956, 2.16647, 7.47400)
H (4.38885, -9.63910, 5.46145)
C (2.96287, -1.69787, 0.37216)
H (-7.14891, -0.38194, -7.31172)
C (-7.87188, 1.62548, -1.05099)
H (7.79269, -1.95181, 1.07089)
C (7.19703, -0.03737, 2.70208)
H (1.04413, -4.45878, -6.45606)
H (3.99608, 7.05895, -1.94923)
H (3.81572, -6.60606, 3.11999)
H (-2.95219, 6.51929, 3.69898)
H (-3.56283, -1.68051, -0.03834)
C (-4.29731, 5.19287, 1.59169)
H (-0.14909, 3.83124, 4.40468)
C (2.34216, -0.05871, 7.96287)
H (3.93685, -11.17937, 3.06184)
O (-4.70770, -1.58741, -5.02354)
C (4.76286, 4.83901, -0.80520)
H (-2.75513, 2.01356, -8.38913)
H (3.80467, -2.08129, -0.20443)
H (-9.95436, -2.17950, -4.93526)
C (0.89249, 0.03432, 4.52079)
H (2.67561, -3.14799, 4.02664)
H (-1.62020, -3.90627, -2.89595)
H (-2.96811, 7.12731, -2.24690)
H (5.70628, 0.97896, -2.54523)
H (-9.42411, -1.53763, -7.52039)
H (-2.81025, -1.13085, -5.71598)
H (4.84757, -5.36514, 6.57911)
C (4.01225, -4.58618, 2.70741)
H (-0.36738, 0.30443, -1.29826)
H (-8.40799, 2.55917, -4.11784)
C (-2.10039, 2.83552, -0.33424)
C (-1.19325, -4.56391, -7.60374)
H (0.97346, -4.35144, -3.91390)
C (1.82674, 4.78341, -2.59234)
H (-5.62324, 6.90869, 2.27462)
C (1.47926, -3.38705, -3.86680)
H (6.56245, -0.75019, 3.22867)
H (-0.35095, 0.58525, 2.79575)
C (4.26029, -5.79355, 3.69469)
H (-5.46804, -1.54868, -3.10906)
O (-3.94929, 2.22710, -6.75069)
O (2.83643, 3.83649, -2.09490)
H (-3.83991, 0.92428, 0.09313)
O (-2.61540, 1.78411, -1.23564)
O (4.53630, -3.38352, 3.15010)
H (3.91920, 8.61185, 0.68708)
H (4.41957, 4.24852, 0.04425)
H (-6.33268, 5.36062, 2.24717)
C (-0.10488, -4.44189, 2.15575)
H (4.16174, 2.94934, 2.51025)
H (-2.49037, 3.83783, -0.51141)
H (-6.97253, 5.33362, 4.60398)
H (-7.54015, -1.45851, -6.14889)
H (-1.28227, -5.06006, -6.63730)
O (-1.09359, -3.16597, -7.52800)
H (3.28751, -7.34577, 5.73164)
H (7.80055, -1.30415, -1.06727)
H (-0.33654, 3.07080, -1.37539)
O (2.25920, -0.84545, -0.50545)
O (5.67022, -7.38001, 6.49074)
O (1.79645, -7.66056, 4.35202)
H (-4.61096, 7.90753, -2.43825)
H (1.30550, 7.05920, 1.35646)
C (-5.38191, 5.85836, 2.43792)
O (-5.08542, 5.68220, 3.83545)
C (5.06323, 10.29454, -1.30962)
H (7.41657, -5.66929, 4.99318)
C (-4.08864, -3.21321, -3.36710)
H (4.61649, 3.33389, -2.26075)
C (-0.07466, -6.06633, 3.86391)
H (1.15343, 1.11432, -1.39532)
H (2.09711, -3.65923, -1.89885)
O (-10.41767, -0.40812, -6.14094)
O (0.75507, -5.20011, 3.11742)
H (-3.80636, 7.32297, -3.71586)
H (3.82474, -5.53054, -1.29379)
H (1.39985, 0.14965, 1.08978)
C (4.16118, 4.30593, -2.07121)
H (-1.17200, -1.88073, -1.28204)
O (2.77595, -10.40663, 4.53259)
H (5.17567, -5.37667, -2.25135)
H (8.22473, -0.36609, 2.85663)
H (0.77043, -2.61487, -3.56781)
H (-3.41335, 5.46720, -4.92479)
O (3.42249, -4.55634, -3.08974)
H (-4.96350, 4.51525, -7.14090)
C (-4.02580, 4.74912, -3.02596)
H (-4.17226, 4.15205, 1.89027)
H (-0.33869, 3.76380, 0.25102)
H (5.58723, 3.26522, 1.75706)
H (-0.62099, -6.85913, 3.35294)
H (6.18161, -4.44001, 4.90288)
H (1.78744, 5.47417, 1.30724)
C (3.69030, -2.75252, 3.98081)
H (2.29854, -2.48285, 0.73349)
H (3.47618, -1.19295, 1.19049)
C (-8.06344, 0.52269, -4.22545)
H (-0.41120, -5.07107, 1.32005)
H (3.16201, -0.62219, 8.40833)
C (7.04541, 1.37242, 3.15665)
C (-0.17326, -2.72701, -6.56000)
O (3.77209, 9.69039, -1.14490)
H (5.84684, 4.93819, -0.86228)
H (4.76321, 1.57077, 1.61884)
O (5.66849, -6.07776, 3.82695)
H (7.59688, 1.59966, 4.06899)
H (0.84196, -0.97294, 4.10732)
O (2.03253, -3.17980, -5.20999)
C (6.27301, 0.58675, -1.70079)
O (-8.59914, 2.06420, -2.27619)
C (4.41970, 7.25621, -0.96448)
C (-6.12849, 6.01879, 4.68299)
C (6.33780, -5.51740, 4.95718)
C (-0.90941, 6.44664, 2.84518)
H (7.34458, 0.67940, -1.87755)
O (0.00819, 1.74079, 0.20902)
C (1.18449, 6.13815, 1.92666)
H (1.90649, 2.11913, 6.42629)
O (0.97581, -0.02765, 5.94025)
H (1.82218, 0.50695, 4.20392)
H (-9.53287, 0.23638, -7.73772)
H (-4.27558, 0.63165, -1.51100)
O (5.93503, -0.76005, -1.39599)
H (-4.73361, 2.22652, -0.85929)
C (4.27595, -4.82090, -1.98729)
C (-3.96964, 7.05755, -2.67135)

Its molar mass is 1475.92 g mol⁻¹. As for the orbital gap: 9.61 eV. As for the highest occupied orbital energy: -9.07 eV. As for the multiplicity: 1. For the energy, the calculation gives -138479.8512 eV. For the energy above the lowest of the compared OMol25 structures with the same formula, charge and spin, the calculation gives 156.0 kcal per mole. The structure (SMILES) is COCCOCCOC.COCCOCCOC.COCCOCCOC.COCCOCCOC.COCCOCCOC.COCCOCCOC.COCCOCCOC.COCCOCCOC.COCCOCCOC.COCCOCCOC.COCCOCCOC.